A 12-piece molecular cluster, C48H96O12 overall at a distorted geometry. Source: the Open Molecules 2025 dataset; level of theory: wB97M-V/def2-TZVPD.

Bonds (Å) are listed after each position.
Atoms and positions in Å:
1 C -7.02248 3.51276 -0.03323  C2 1.518, C5 1.549, H6 1.090, H7 1.087
2 C -5.57703 3.78087 0.34673  C1 1.518, C3 1.527, H8 1.092, H9 1.093
3 C -5.21180 2.77134 1.43196  C2 1.527, O4 1.418, H10 1.098, H11 1.092
4 O -6.02730 1.65689 1.11138  C3 1.418, C5 1.434
5 C -7.28759 2.13299 0.61958  C1 1.549, O4 1.434, H12 1.097, H13 1.086
6 H -7.13179 3.36487 -1.10728  C1 1.090
7 H -7.69253 4.29289 0.31875  C1 1.087
8 H -5.35624 4.81538 0.61648  C2 1.092
9 H -4.93487 3.55290 -0.50748  C2 1.093
10 H -5.40187 3.05756 2.47480  C3 1.098
11 H -4.16285 2.47488 1.36375  C3 1.092
12 H -7.89828 2.24252 1.52482  C5 1.097
13 H -7.74240 1.38945 -0.02784  C5 1.086
14 C -1.29000 -3.17084 -2.09249  C15 1.528, C18 1.525, H19 1.091, H20 1.089
15 C -2.04788 -2.02378 -2.75884  C14 1.528, C16 1.542, H21 1.090, H22 1.090
16 C -2.57158 -2.68550 -4.04943  C15 1.542, O17 1.426, H23 1.090, H24 1.095
17 O -1.68559 -3.76617 -4.33461  C16 1.426, C18 1.412
18 C -0.73660 -3.91943 -3.30089  C14 1.525, O17 1.412, H25 1.099, H26 1.092
19 H -1.95958 -3.80596 -1.51156  C14 1.091
20 H -0.48549 -2.81993 -1.44864  C14 1.089
21 H -1.40436 -1.16237 -2.93478  C15 1.090
22 H -2.91914 -1.79497 -2.14474  C15 1.090
23 H -2.64405 -2.02276 -4.91210  C16 1.090
24 H -3.55123 -3.11188 -3.80801  C16 1.095
25 H 0.23189 -3.47744 -3.57480  C18 1.099
26 H -0.55660 -4.97525 -3.08975  C18 1.092
27 C -3.11965 -4.44836 4.66248  C28 1.509, C31 1.525, H32 1.092, H33 1.094
28 C -2.60096 -3.03219 4.70945  C27 1.509, C29 1.519, H34 1.092, H35 1.092
29 C -2.88901 -2.59523 3.28367  C28 1.519, O30 1.431, H36 1.095, H37 1.090
30 O -4.20657 -3.09788 3.03919  C29 1.431, C31 1.448
31 C -4.29974 -4.38376 3.69869  C27 1.525, O30 1.448, H38 1.092, H39 1.090
32 H -3.42649 -4.86834 5.62250  C27 1.092
33 H -2.31732 -5.09507 4.29655  C27 1.094
34 H -1.55412 -3.01117 5.01914  C28 1.092
35 H -3.15190 -2.43402 5.43845  C28 1.092
36 H -2.21817 -3.00464 2.52057  C29 1.095
37 H -2.88389 -1.51272 3.15670  C29 1.090
38 H -4.27147 -5.16065 2.93144  C31 1.092
39 H -5.26188 -4.44662 4.20622  C31 1.090
40 C 4.96083 2.31451 -1.97220  C41 1.516, C44 1.536, H45 1.091, H46 1.092
41 C 4.76331 2.93721 -0.60395  C40 1.516, C42 1.524, H47 1.093, H48 1.097
42 C 3.30553 3.37895 -0.55730  C41 1.524, O43 1.447, H49 1.090, H50 1.092
43 O 2.71065 2.66937 -1.66877  C42 1.447, C44 1.416
44 C 3.58078 1.66887 -2.16600  C40 1.536, O43 1.416, H51 1.087, H52 1.099
45 H 5.84415 1.67545 -1.94177  C40 1.091
46 H 5.13410 3.09525 -2.71629  C40 1.092
47 H 5.52960 3.67737 -0.36182  C41 1.093
48 H 4.93944 2.15793 0.14762  C41 1.097
49 H 3.10487 4.41857 -0.81421  C42 1.090
50 H 2.88106 3.16058 0.42524  C42 1.092
51 H 3.38411 1.46541 -3.21539  C44 1.087
52 H 3.47225 0.78375 -1.52294  C44 1.099
53 C 1.28771 1.56081 5.34235  C54 1.530, C57 1.558, H58 1.089, H59 1.091
54 C 0.28493 1.22651 4.23652  C53 1.530, C55 1.513, H60 1.092, H61 1.092
55 C -0.25713 -0.12125 4.66096  C54 1.513, O56 1.431, H62 1.100, H63 1.089
56 O -0.27062 -0.07211 6.09105  C55 1.431, C57 1.427
57 C 0.62018 0.92135 6.59692  C53 1.558, O56 1.427, H64 1.087, H65 1.087
58 H 1.42131 2.63936 5.40536  C53 1.089
59 H 2.25927 1.09385 5.17725  C53 1.091
60 H 0.72854 1.20125 3.23908  C54 1.092
61 H -0.52146 1.96197 4.19238  C54 1.092
62 H 0.40029 -0.95511 4.37402  C55 1.100
63 H -1.27939 -0.37499 4.38304  C55 1.089
64 H 1.40280 0.44833 7.18445  C57 1.087
65 H 0.02207 1.67195 7.10792  C57 1.087
66 C -3.04782 2.38732 -2.76524  C67 1.548, C70 1.535, H71 1.088, H72 1.092
67 C -4.01402 1.24214 -2.37808  C66 1.548, C68 1.525, H73 1.090, H74 1.090
68 C -5.23508 1.51727 -3.24991  C67 1.525, O69 1.425, H75 1.099, H76 1.092
69 O -4.95061 2.64375 -4.07413  C68 1.425, C70 1.415
70 C -3.97055 3.42581 -3.41826  C66 1.535, O69 1.415, H77 1.097, H78 1.091
71 H -2.27162 2.00732 -3.42698  C66 1.088
72 H -2.64293 2.75740 -1.82088  C66 1.092
73 H -4.18775 1.27830 -1.30212  C67 1.090
74 H -3.58415 0.25901 -2.56842  C67 1.090
75 H -6.12438 1.62676 -2.61290  C68 1.099
76 H -5.51524 0.72586 -3.94890  C68 1.092
77 H -4.39941 4.13113 -2.69630  C70 1.097
78 H -3.42815 4.01917 -4.15615  C70 1.091
79 C 4.31066 0.50158 2.76705  C80 1.533, C83 1.513, H84 1.092, H85 1.097
80 C 5.03512 0.50478 4.11815  C79 1.533, C81 1.561, H86 1.092, H87 1.087
81 C 6.45503 0.00409 3.70458  C80 1.561, O82 1.419, H88 1.093, H89 1.090
82 O 6.37461 -0.39539 2.34563  C81 1.419, C83 1.410
83 C 5.02510 -0.57678 1.98143  C79 1.513, O82 1.410, H90 1.097, H91 1.096
84 H 4.36641 1.47623 2.27850  C79 1.092
85 H 3.24770 0.23831 2.83965  C79 1.097
86 H 4.44774 -0.15745 4.75712  C80 1.092
87 H 5.05195 1.48527 4.58765  C80 1.087
88 H 6.80262 -0.82436 4.32694  C81 1.093
89 H 7.18093 0.81484 3.76531  C81 1.090
90 H 4.63054 -1.58741 2.14204  C83 1.097
91 H 4.93603 -0.39146 0.90490  C83 1.096
92 C 2.58196 -3.19799 3.01939  C93 1.537, C96 1.508, H97 1.093, H98 1.090
93 C 2.76990 -3.10717 4.54182  C92 1.537, C94 1.529, H99 1.090, H100 1.091
94 C 2.24695 -4.47303 4.98772  C93 1.529, O95 1.427, H101 1.092, H102 1.093
95 O 1.28803 -4.89205 4.01765  C94 1.427, C96 1.431
96 C 1.29665 -3.97903 2.91582  C92 1.508, O95 1.431, H103 1.096, H104 1.091
97 H 3.38927 -3.74832 2.52916  C92 1.093
98 H 2.52201 -2.21387 2.55360  C92 1.090
99 H 2.20652 -2.24515 4.89990  C93 1.090
100 H 3.82782 -3.00727 4.78833  C93 1.091
101 H 1.75411 -4.40372 5.95939  C94 1.092
102 H 3.08151 -5.17756 5.02805  C94 1.093
103 H 0.40975 -3.33877 2.99041  C96 1.096
104 H 1.23433 -4.54776 1.98745  C96 1.091
105 C 0.13241 0.50306 -0.48346  C106 1.529, C109 1.538, H110 1.091, H111 1.091
106 C -0.50068 1.59337 0.38075  C105 1.529, C107 1.523, H112 1.090, H113 1.093
107 C -1.57990 0.74778 1.04435  C106 1.523, O108 1.423, H114 1.100, H115 1.090
108 O -0.90632 -0.46519 1.35829  C107 1.423, C109 1.427
109 C 0.23338 -0.65755 0.52077  C105 1.538, O108 1.427, H116 1.089, H117 1.092
110 H 1.11655 0.80273 -0.84633  C105 1.091
111 H -0.55700 0.31001 -1.30663  C105 1.091
112 H -0.85918 2.42687 -0.22250  C106 1.090
113 H 0.21505 1.90985 1.14318  C106 1.093
114 H -2.35802 0.50130 0.30653  C107 1.100
115 H -2.03420 1.10642 1.96809  C107 1.090
116 H 0.17403 -1.58602 -0.04541  C109 1.089
117 H 1.14099 -0.59775 1.12563  C109 1.092
118 C -0.26869 0.63874 -5.52458  C119 1.525, C122 1.541, H123 1.095, H124 1.091
119 C 0.23092 -0.27642 -6.63806  C118 1.525, C120 1.505, H125 1.093, H126 1.087
120 C 0.82011 -1.39439 -5.81999  C119 1.505, O121 1.436, H127 1.093, H128 1.097
121 O 1.52775 -0.71861 -4.76872  C120 1.436, C122 1.425
122 C 0.76970 0.43254 -4.40529  C118 1.541, O121 1.425, H129 1.092, H130 1.094
123 H -1.24522 0.30718 -5.15768  C118 1.095
124 H -0.39318 1.66179 -5.88282  C118 1.091
125 H 1.06843 0.19324 -7.16119  C119 1.093
126 H -0.53287 -0.52853 -7.36979  C119 1.087
127 H 1.57458 -2.00089 -6.32723  C120 1.093
128 H 0.09665 -2.12885 -5.44531  C120 1.097
129 H 1.40866 1.31746 -4.37078  C122 1.092
130 H 0.26644 0.30383 -3.44251  C122 1.094
131 C 4.35752 -4.02647 -0.77853  C132 1.540, C135 1.551, H136 1.090, H137 1.089
132 C 4.10291 -2.82439 -1.70672  C131 1.540, C133 1.539, H138 1.088, H139 1.091
133 C 2.57729 -2.62796 -1.65061  C132 1.539, O134 1.413, H140 1.097, H141 1.088
134 O 2.12897 -3.45061 -0.59314  C133 1.413, C135 1.408
135 C 2.94288 -4.59466 -0.49295  C131 1.551, O134 1.408, H142 1.097, H143 1.089
136 H 4.81552 -3.66654 0.14227  C131 1.090
137 H 5.00367 -4.76553 -1.24958  C131 1.089
138 H 4.50480 -3.03583 -2.69539  C132 1.088
139 H 4.58435 -1.92775 -1.31450  C132 1.091
140 H 2.14994 -2.99038 -2.59376  C133 1.097
141 H 2.29183 -1.58581 -1.52550  C133 1.088
142 H 2.67875 -5.38507 -1.20634  C135 1.097
143 H 2.88257 -5.05942 0.49024  C135 1.089
144 C 0.47462 4.89170 -2.31057  C145 1.497, C148 1.534, H149 1.092, H150 1.090
145 C 0.35715 3.97472 -3.48787  C144 1.497, C146 1.529, H151 1.091, H152 1.090
146 C -0.36718 4.78776 -4.56134  C145 1.529, O147 1.435, H153 1.095, H154 1.090
147 O -1.06801 5.79286 -3.81363  C146 1.435, C148 1.440
148 C -0.88231 5.60159 -2.39840  C144 1.534, O147 1.440, H155 1.096, H156 1.090
149 H 1.23861 5.66916 -2.36809  C144 1.092
150 H 0.56722 4.40354 -1.34063  C144 1.090
151 H -0.26701 3.13403 -3.18193  C145 1.091
152 H 1.32786 3.61130 -3.82547  C145 1.090
153 H -1.09765 4.14192 -5.06059  C146 1.095
154 H 0.24945 5.30138 -5.29882  C146 1.090
155 H -1.69163 5.02235 -1.93967  C148 1.096
156 H -0.94486 6.60087 -1.96754  C148 1.090

Strongest force on any atom in Eh/bohr: 0.0356
Energy in Ha: -2789.17258
Relative energy (zero: lowest compared OMol25 entry of this formula, charge and spin) in kJ/mol: 111.32
SMILES string: C1CCOC1.C1CCOC1.C1CCOC1.C1CCOC1.C1CCOC1.C1CCOC1.C1CCOC1.C1CCOC1.C1CCOC1.C1CCOC1.C1CCOC1.C1CCOC1
Orbital gap in hartree: 0.3540